# C5H10N2

A single C5H10N2 molecule (the ωB97M-V functional and the def2-TZVPD basis, OMol25).

Its relative energy (zero: lowest compared OMol25 entry of this formula, charge and spin) is 6.6 kcal/mol. Its structure (SMILES) is [H]/N=C(/C=C\N)CC. Its net charge is 0. For the gap between HOMO and LUMO, the calculation gives 0.3324 Eh.

Cartesian coordinates (Å):
C -1.070 0.267 -1.220
C -0.841 1.762 -1.400
C -0.282 -0.436 -0.129
N 1.343 -1.573 1.949
C 0.719 0.279 0.605
C 1.482 -0.297 1.572
N -0.500 -1.677 0.132
H -1.221 -2.104 -0.446
H 0.635 -2.078 1.406
H 1.961 -2.005 2.609
H 0.885 1.316 0.377
H -2.132 0.093 -1.015
H -0.842 -0.244 -2.162
H 2.236 0.289 2.084
H -1.068 2.303 -0.485
H -1.493 2.138 -2.187
H 0.187 1.969 -1.689

# C35H43N4O

2 unconnected molecules or ions with the total composition C35H43N4O (the ωB97M-V functional and the def2-TZVPD basis, OMol25).

Its net charge is +1. For the gap between HOMO and LUMO, the calculation gives 0.2240 Eh.

Cartesian coordinates (Å):
C 3.960 -3.034 -3.313
N 3.305 -2.663 -2.081
C 4.061 -2.410 -0.960
O 5.254 -2.664 -0.834
C 3.159 -1.755 0.062
C 3.509 -0.285 0.306
C 3.654 0.482 -0.986
C 4.862 0.406 -1.687
C 5.014 1.045 -2.916
C 3.948 1.771 -3.460
C 2.760 1.903 -2.734
C 2.625 1.289 -1.485
N 1.833 -1.916 -0.554
C 0.801 -1.188 -0.090
C -0.339 -0.865 -0.822
C -1.572 -0.863 -0.182
C -2.826 -0.861 -0.878
C -4.032 -1.159 -0.190
C -5.179 -1.497 -0.899
C -5.176 -1.467 -2.304
C -4.028 -1.052 -2.992
C -2.879 -0.692 -2.291
C 1.868 -2.572 -1.885
C 1.119 -3.964 -2.038
C 1.710 -4.977 -1.059
C 1.270 -4.476 -3.469
C -0.368 -3.800 -1.769
H 4.868 -2.427 -3.434
H 4.254 -4.094 -3.298
H 3.293 -2.843 -4.159
H 3.212 -2.337 0.995
H 2.753 0.176 0.950
H 4.471 -0.289 0.839
H 5.687 -0.174 -1.264
H 5.964 0.964 -3.445
H 4.053 2.239 -4.440
H 1.931 2.488 -3.139
H 1.712 1.420 -0.898
H 0.892 -0.867 0.951
H -0.248 -0.644 -1.894
H -1.580 -1.108 0.878
H -4.021 -1.148 0.902
H -6.079 -1.800 -0.362
H -6.065 -1.763 -2.859
H -4.022 -1.015 -4.083
H -2.008 -0.305 -2.826
H 1.440 -1.884 -2.640
H 1.547 -4.673 -0.019
H 1.212 -5.946 -1.209
H 2.783 -5.126 -1.232
H 1.060 -3.686 -4.202
H 2.261 -4.903 -3.661
H 0.544 -5.284 -3.645
H -0.815 -3.054 -2.439
H -0.876 -4.758 -1.958
H -0.571 -3.522 -0.731
C -1.213 3.297 6.008
C -1.392 1.906 5.395
C -1.626 1.927 3.919
C -1.992 3.125 3.259
N -2.128 4.298 3.957
C -2.173 4.304 5.403
C -2.801 5.436 3.365
C -2.452 5.590 1.895
C -2.695 4.290 1.128
C -2.247 3.077 1.869
C -2.118 1.845 1.210
N -1.766 0.730 1.835
C -1.535 0.757 3.154
H -1.387 3.254 7.087
H -0.180 3.630 5.853
H -0.507 1.296 5.615
H -2.242 1.411 5.891
H -3.204 4.090 5.744
H -1.920 5.321 5.733
H -3.896 5.323 3.482
H -2.497 6.325 3.932
H -3.061 6.393 1.474
H -1.400 5.880 1.796
H -3.773 4.207 0.911
H -2.187 4.333 0.156
H -2.310 1.772 0.135
H -1.263 -0.191 3.628

# C4H6CoO2

A molecular structure, C4H6CoO2 (the ωB97M-V functional and the def2-TZVPD basis, OMol25).

Its relative energy (zero: lowest compared OMol25 entry of this formula, charge and spin) is 2.9 kcal/mol. Its net charge is +1. For the gap between HOMO and LUMO (alpha / beta), the calculation gives 0.3334 / 0.2434 Eh. As for the multiplicity: 5. As for the expectation value of S²: 6.003.

Cartesian coordinates (Å):
C 0.571 -0.105 -1.301
O 0.456 0.718 -2.373
H 0.681 -1.144 -1.616
H 0.170 1.602 -2.117
C -1.635 -0.921 1.459
C -0.381 -0.814 1.010
C 0.059 0.210 0.030
O 1.490 0.265 -0.261
Co 2.655 2.009 0.063
H -2.410 -0.216 1.148
H 0.352 -1.588 1.260
H -1.645 -1.228 2.527
H -0.365 1.212 0.170

# C4H10N2

2 unconnected molecules or ions with the total composition C4H10N2 (the ωB97M-V functional and the def2-TZVPD basis, OMol25).

Its relative energy (zero: lowest compared OMol25 entry of this formula, charge and spin) is 60.3 kcal/mol. Its structure (SMILES) is C=NC.C=NC. Its net charge is 0. For the gap between HOMO and LUMO, the calculation gives 0.3855 Eh.

Cartesian coordinates (Å):
C 1.998 -0.289 1.082
C 3.014 0.570 -0.803
N 1.935 0.396 -0.183
H 1.071 -0.822 1.292
H 2.875 -0.929 1.248
H 2.058 0.472 1.865
H 3.023 1.144 -1.725
H 3.924 0.023 -0.519
C -2.428 -0.522 0.613
C -2.464 0.559 -1.407
N -1.833 0.460 -0.316
H -1.766 -0.740 1.448
H -3.255 -0.008 1.122
H -2.750 -1.408 0.079
H -1.954 1.001 -2.259
H -3.448 0.093 -1.539

# C5H6O2

A single C5H6O2 molecule (the ωB97M-V functional and the def2-TZVPD basis, OMol25).

Its relative energy (zero: lowest compared OMol25 entry of this formula, charge and spin) is 72.3 kcal/mol. Its structure (SMILES) is CO/C=C\C=C=O. Its net charge is 0. For the gap between HOMO and LUMO, the calculation gives 0.3113 Eh.

Cartesian coordinates (Å):
C -1.835 -0.806 -0.237
C -0.420 0.584 0.438
O -0.363 -0.735 0.297
C 1.941 -0.762 -0.213
O 2.266 -1.852 -0.431
C 1.910 0.566 -0.087
C 0.721 1.246 0.257
H -1.988 -1.877 -0.164
H -2.635 -0.322 0.327
H -1.953 -0.538 -1.284
H -1.223 1.108 0.937
H 2.849 1.074 -0.250
H 0.731 2.313 0.410

# C17H29F5NO3P2PtTe

A molecular structure, C17H29F5NO3P2PtTe (the ωB97M-V functional and the def2-TZVPD basis, OMol25).

Its relative energy (zero: lowest compared OMol25 entry of this formula, charge and spin) is 7.1 kcal/mol. Its net charge is +1. For the gap between HOMO and LUMO (alpha / beta), the calculation gives 0.1531 / 0.1682 Eh. As for the multiplicity: 5. As for the expectation value of S²: 6.078.

Cartesian coordinates (Å):
C -0.633 3.852 -1.789
C -0.773 2.493 -1.354
N 0.206 2.033 -0.468
C 1.025 2.857 0.210
C 1.001 4.227 -0.072
C 0.187 4.727 -1.094
C -1.815 1.659 -1.745
P -1.929 0.046 -0.898
Pt 0.219 -0.104 -0.078
P 2.140 0.479 1.030
C 1.880 2.273 1.320
C 0.200 -2.140 0.222
C -0.883 -2.760 0.851
C -0.897 -4.137 1.043
C 0.184 -4.913 0.637
C 1.273 -4.292 0.034
C 1.288 -2.913 -0.175
O -0.504 0.664 -4.751
O 0.278 -1.588 -3.102
H -1.263 4.158 -2.619
H 1.566 4.881 0.579
H 0.158 5.791 -1.317
C -3.318 0.547 0.183
C -2.575 -1.308 -1.928
H 2.824 2.838 1.421
H 1.274 2.368 2.234
H -1.023 0.974 -3.939
H -2.529 2.037 -2.472
C 2.599 -0.220 2.610
C 3.621 0.444 -0.016
H -1.716 -2.148 1.182
H -1.763 -4.590 1.526
H 0.169 -5.996 0.795
H 2.125 -4.896 -0.279
H 2.150 -2.424 -0.630
H 0.658 -0.760 -1.797
H 0.848 -2.278 -3.565
H 0.253 -0.977 -3.780
H 0.210 1.331 -4.896
H 1.275 -0.327 -1.387
H -4.156 0.880 -0.461
H -3.587 -0.298 0.823
H -2.949 1.383 0.797
H -3.468 -0.980 -2.488
H -1.818 -1.670 -2.633
H -2.845 -2.132 -1.250
H 4.472 0.917 0.501
H 3.861 -0.605 -0.230
H 3.419 0.967 -0.960
H 3.661 -0.041 2.823
H 1.993 0.207 3.418
H 2.422 -1.292 2.572
F -1.729 -0.637 5.251
Te -1.276 0.148 3.576
F -0.092 -1.361 3.345
F -2.656 -0.956 2.792
F -2.541 1.537 3.961
F 0.160 1.077 4.455
O -0.858 0.952 1.979

# C6H15NO4Si

2 unconnected molecules or ions with the total composition C6H15NO4Si (the ωB97M-V functional and the def2-TZVPD basis, OMol25).

Its relative energy (zero: lowest compared OMol25 entry of this formula, charge and spin) is 145.1 kcal/mol. Its structure (SMILES) is C[C@@H](O)C[SiH2]CC=O.C[N+](=O)[O-]. Its net charge is 0. For the gap between HOMO and LUMO, the calculation gives 0.3473 Eh.

Cartesian coordinates (Å):
C -1.559 1.128 -4.163
C -1.505 0.455 -2.685
O -2.730 -0.295 -2.534
C -0.164 -0.406 -2.549
Si 0.021 -1.376 -0.910
C 0.609 -0.336 0.585
C 2.209 -0.326 0.664
O 2.942 -0.473 -0.354
H -1.435 2.261 -4.133
H -0.751 0.702 -4.852
H -2.608 0.928 -4.591
H -1.527 1.301 -1.924
H -2.587 -1.257 -2.628
H 0.730 0.300 -2.697
H -0.124 -1.132 -3.444
H -1.334 -1.875 -0.566
H 0.845 -2.585 -1.150
H 0.238 -0.863 1.533
H 0.150 0.715 0.619
H 2.680 -0.226 1.709
C 1.118 0.618 5.442
N 0.494 0.301 4.131
O 1.084 -0.481 3.401
O -0.564 0.847 3.879
H 2.050 0.063 5.529
H 1.303 1.691 5.467
H 0.417 0.320 6.220

# CH5N3OS

A single CH5N3OS molecule (the ωB97M-V functional and the def2-TZVPD basis, OMol25).

Its relative energy (zero: lowest compared OMol25 entry of this formula, charge and spin) is 91.6 kcal/mol. Its net charge is 0. For the gap between HOMO and LUMO (alpha / beta), the calculation gives 0.3095 / 0.3011 Eh.

Cartesian coordinates (Å):
C 1.177 -0.406 0.149
N 1.359 0.240 -1.043
N -0.180 -0.914 0.274
N -1.165 1.457 0.260
O -2.592 -0.496 -0.619
S -1.630 -0.018 0.362
H 1.744 -1.352 0.104
H 1.485 0.128 1.071
H 1.858 1.119 -0.955
H -0.292 -1.841 0.653
H -1.763 2.082 -0.256

Electronic energy (Eh)
-306.01340, -1653.55419, -1688.80515, -267.82925, -344.48672, -2514.61115, -882.66091, -678.62998